Below is a structure of composition C6H9F3, with properties calculated with wB97M-V/def2-TZVPD.

Geometry as XYZ:
```
18
C6H9F3 | the OMol25 dataset | wB97M-V/def2-TZVPD
H -1.03222 2.56322 -0.25998
H 2.26747 -1.58867 0.13371
H 0.58447 -2.12756 0.23735
C -0.14073 2.02320 0.06026
H 1.65721 -2.29933 1.63398
C -0.32018 0.11168 1.79847
F -0.32407 1.01969 2.80154
F 2.02693 0.57761 1.42980
C 1.39800 -1.66248 0.78543
F -1.12087 -0.91181 2.19432
H -1.45826 -1.20601 -0.21605
C -0.50022 0.61166 0.39356
H 0.57826 2.05429 -0.75773
C -1.25515 -0.21046 -0.59774
H 0.28475 2.53500 0.91854
H -0.71418 -0.28461 -1.54006
H -2.21492 0.26950 -0.80031
C 1.01547 -0.30409 1.24986
```

For the molar mass, the calculation gives 138.13 g mol⁻¹. Its charge is 0. The calculated total energy is -14518.741 eV. The calculation puts the LUMO energy at 0.9 eV.

Below is a cluster of 2 separate species, C6H9F3N2O in total, with properties calculated with wB97M-V/def2-TZVPD.

Geometry as XYZ:
```
21
C6H9F3N2O | the OMol25 dataset | wB97M-V/def2-TZVPD
N 1.63478 1.08319 -0.53014
H 1.55883 -2.80626 -0.50657
H -0.30452 -2.85696 -0.16791
H 0.79249 0.55767 2.10589
H 0.31643 -2.59665 -1.86039
C -0.22123 2.44838 -0.04443
C 0.69473 -0.94635 -0.57295
H -0.37643 3.13239 -0.90481
F -2.13082 -1.56988 -0.48201
C 0.54618 -2.42462 -0.80108
N 0.34153 1.19300 -0.27043
H 2.86823 -0.73758 -0.75786
F -2.28451 0.29086 0.69818
C -0.34583 -0.04882 -0.31663
H 0.13128 -0.11272 3.35117
H 0.40738 3.00906 0.69496
O 0.00519 0.11777 2.33418
H -1.21471 2.29304 0.48105
C -1.77482 -0.23622 -0.39854
C 1.84720 -0.20416 -0.69206
F -2.49136 0.41486 -1.35963
```

For the molar mass, the calculation gives 182.15 g mol⁻¹. Its charge is 0. The calculated total energy is -19546.971 eV. The calculation puts the LUMO energy at 0.6 eV. The SMILES is Cc1cnn(C)c1C(F)(F)F.O.

Below is a cluster of 2 separate species, C6H9F4N2 in total, with properties calculated with wB97M-V/def2-TZVPD.

Geometry as XYZ:
```
21
C6H9F4N2 | the OMol25 dataset | wB97M-V/def2-TZVPD
H -0.67724 -1.44154 -0.33180
F 2.80905 -2.78186 1.76450
F 2.07319 -0.89357 1.03671
C 2.30064 -1.60661 2.13601
H 1.38173 -2.31252 4.05957
F 0.10254 -1.94746 2.44335
H -2.48735 -0.54665 -1.37927
C 1.18820 -1.58079 3.18086
N 0.68031 1.28666 -0.91337
H -1.00080 0.42987 -2.98935
C -1.80922 0.14346 -0.98936
C -1.35839 1.00340 -2.06703
C 0.45673 0.04530 -0.52124
C -0.29304 1.96247 -1.73002
H -2.30570 1.67115 -2.37639
H -0.80505 2.78087 -1.02935
H 0.11716 2.40625 -2.62062
N -0.62368 -0.56322 -0.57228
H 1.51665 1.70694 -0.67381
H -2.18154 0.61359 -0.10072
F 0.91580 -0.37574 3.67361
```

For the molar mass, the calculation gives 185.14 g mol⁻¹. Its charge is +1. The calculated total energy is -20206.504 eV. The calculation puts the LUMO energy (alpha / beta) at -3.5 / -5.8 eV.

Below is the ion C6H9FN3O with charge +1, with properties calculated with wB97M-V/def2-TZVPD.

Geometry as XYZ:
```
20
C6H9FN3O | the OMol25 dataset | wB97M-V/def2-TZVPD
H 3.30067 0.84647 -0.75660
C 1.05587 -1.17989 0.35620
C -0.13845 -0.72188 -0.36072
C 1.28173 1.76556 -0.50966
N 0.10292 1.61892 0.14634
C -0.51438 0.50007 0.44877
C 2.29352 0.89202 -0.39833
H -2.20610 -1.38970 -0.50816
N -1.29224 -1.64467 -0.20767
C 2.16902 -0.42829 0.30078
H 1.00918 -2.17007 0.77896
O 0.05224 -0.35451 -1.71261
N -1.36991 0.52497 1.42520
H -1.20646 -2.62861 -0.30433
F 3.29461 -0.90579 0.73446
H 1.46521 2.70050 -1.10849
H -1.83195 -0.31212 1.69874
H 0.53666 -1.08938 -2.20967
H -1.31128 1.28121 2.11988
H -0.04149 2.52942 0.54072
```

For the molar mass, the calculation gives 158.16 g mol⁻¹. Its charge is +1. The calculated total energy is -15595.445 eV. The calculation puts the LUMO energy at -3.5 eV. The SMILES is NC1=[NH+]C=CC(F)=C[C@]1(N)O.

Below is a structure of composition C6H9InN3O2STe4, with properties calculated with wB97M-V/def2-TZVPD.

Geometry as XYZ:
```
26
C6H9InN3O2STe4 | the OMol25 dataset | wB97M-V/def2-TZVPD
C -3.93252 -1.39404 0.19388
N -1.48932 -1.42304 1.69648
N -4.98162 -1.74084 0.56288
Te 4.50088 -0.65114 0.18698
H 0.25568 2.18246 -3.00992
N -2.78482 -0.10734 -2.78912
S 0.83828 2.23266 -0.67682
C -2.68682 -0.94924 -0.34082
H 1.72998 -2.45914 0.16618
C -2.68782 -0.47464 -1.68792
Te 4.16218 -0.65114 4.59598
H -0.97182 -0.66974 2.15568
O 1.72998 1.36986 0.16618
H -0.72752 -2.10354 1.65758
H 1.99188 1.88016 -2.74342
H -1.16042 1.88016 0.59078
O -0.36772 -0.65114 0.16618
Te 6.15978 -0.65114 2.59838
C -1.55242 -0.97674 0.39658
C 0.98348 1.65826 -2.38622
H 0.81128 0.58036 -2.43362
H -1.52382 2.18246 -1.12772
In 1.72998 -0.65114 0.16618
C -0.86022 1.65836 -0.43602
H -0.91732 0.58036 -0.60532
Te 1.75078 -0.65114 2.93708
```

For the molar mass, the calculation gives 812.44 g mol⁻¹. Its charge is -1. The calculated total energy is -60113.475 eV. The calculation puts the LUMO energy at 1.3 eV.

Below is a structure of composition C6H9LiNaO2, with properties calculated with wB97M-V/def2-TZVPD.

Geometry as XYZ:
```
19
C6H9LiNaO2 | the OMol25 dataset | wB97M-V/def2-TZVPD
C -2.33748 -0.42935 0.08418
C -2.18050 0.12147 -1.30963
H 1.29840 -1.51888 2.40381
H -1.03977 -1.91024 -0.98788
H 1.61311 -2.00603 0.60986
C -1.08502 -0.87208 -0.64232
H 2.08478 0.11617 -1.04255
H -3.10019 -1.19467 0.26473
O -1.94009 1.42349 -1.57498
H -2.20500 0.28120 0.90419
Na 2.58906 3.04454 1.16245
H 2.34474 0.61425 2.01968
H -0.07383 -0.47450 -0.72954
C 1.99446 0.68821 -0.10210
C 2.12063 0.02380 1.11883
Li -0.24393 1.86643 -1.25709
H -2.78509 -0.40822 -2.06755
O 1.42342 1.86343 -0.22902
C 1.52227 -1.22901 1.37494
```

For the molar mass, the calculation gives 143.07 g mol⁻¹. As for the expectation value of S²: 0.793. Its charge is 0. The calculated total energy is -15081.249 eV. The calculation puts the LUMO energy (alpha / beta) at -1.6 / -1.7 eV. The multiplicity is 2.

Below is a structure of composition C6H9MgO6P, with properties calculated with wB97M-V/def2-TZVPD.

Geometry as XYZ:
```
23
C6H9MgO6P | the OMol25 dataset | wB97M-V/def2-TZVPD
O -2.78944 -1.63700 -2.59867
O 0.78591 0.92565 -0.40221
O 1.05306 -0.11044 1.94446
C -1.87840 -0.94082 -2.52358
O -1.19609 -0.11660 0.52474
C 1.54513 -1.26268 -2.39878
H -1.81489 -0.89697 2.39635
C 0.56817 2.23395 0.17574
H 1.52909 2.74818 0.15591
Mg 0.00406 0.38515 -2.20353
H -2.96020 0.14156 1.50440
O -0.19787 1.92860 -5.26127
P 0.41969 -0.53708 0.46474
H -2.68319 -1.52829 0.95910
C -2.20192 -0.64283 1.39868
O 2.49053 -1.91251 -2.39452
H 1.77158 -0.70290 3.78540
H 0.20977 2.15131 1.20395
C 1.72315 -1.10326 2.76527
H 2.74078 -1.29888 2.39401
H 1.16981 -2.05543 2.76332
C -0.12805 1.45351 -4.21654
H -0.16068 2.77777 -0.43697
```

For the molar mass, the calculation gives 232.41 g mol⁻¹. Its charge is +2. The calculated total energy is -33370.704 eV. The calculation puts the LUMO energy at -8.7 eV.

Below is the ion C6H9N with charge -1, with properties calculated with wB97M-V/def2-TZVPD.

Geometry as XYZ:
```
16
C6H9N | the OMol25 dataset | wB97M-V/def2-TZVPD
H -0.58756 1.81956 -1.42820
H 0.40646 -1.17398 2.12739
H -0.88029 -2.88387 0.73065
C -0.35989 0.86180 -1.82926
N 0.13690 -1.02990 1.22722
H 1.89769 1.03679 1.90603
H 1.36076 1.98320 0.62491
H 0.39059 1.74903 2.03224
C -0.30366 -0.11765 -0.68946
C -0.70147 -1.93473 0.49775
H -1.29883 -1.76421 -1.71260
C 0.28179 0.15144 0.58446
H 0.68401 0.99079 -2.05282
H -1.08742 0.53599 -2.55687
C 0.91433 1.21792 1.28974
C -0.85339 -1.44219 -0.75116
```

For the molar mass, the calculation gives 95.14 g mol⁻¹. As for the expectation value of S²: 0.750. Its charge is -1. The calculated total energy is -7855.258 eV. The calculation puts the LUMO energy (alpha / beta) at 4.0 / 3.8 eV. The multiplicity is 2.

Below is the molecule C6H9N, with properties calculated with wB97M-V/def2-TZVPD.

Geometry as XYZ:
```
16
C6H9N | the OMol25 dataset | wB97M-V/def2-TZVPD
H 0.68220 0.39327 -1.52106
H -1.43202 -1.33153 -1.71984
C 0.72924 -0.00919 0.56514
H -1.53783 1.50887 -1.64921
C -0.15383 -2.00073 -0.11182
C -0.99345 1.43925 -0.70078
C 1.23525 0.88603 1.41448
H -1.72452 1.35501 0.10805
H 1.77435 0.58061 2.30622
C -0.70826 -1.11749 -0.94343
N 0.81320 -1.40497 0.71260
H -0.43524 2.37337 -0.57141
H -0.31805 -3.06975 -0.04106
H 1.00559 -1.78695 1.62643
C -0.05875 0.23396 -0.72061
H 1.12212 1.95025 1.24631
```

For the molar mass, the calculation gives 95.14 g mol⁻¹. Its charge is 0. The calculated total energy is -7857.101 eV. The calculation puts the LUMO energy at 1.1 eV. The SMILES is C=C1NC=C[C@H]1C.

Below is a cluster of 2 separate species, C6H9N in total, with properties calculated with wB97M-V/def2-TZVPD.

Geometry as XYZ:
```
16
C6H9N | the OMol25 dataset | wB97M-V/def2-TZVPD
C 2.30325 -0.29344 -0.24314
H 2.51055 0.36014 -1.09640
H -1.54337 1.89866 0.95656
H -0.01601 -2.14316 0.28205
H 2.98304 -0.03414 0.57813
H -0.32349 0.65686 -1.64184
C -2.40462 -0.49166 -0.17657
C 0.87367 -0.17066 0.15828
H 0.85486 1.96645 0.30168
N 0.31901 1.11500 0.38850
C -0.90750 1.02730 0.87472
C -0.08031 -1.07682 0.45183
H -3.19031 0.25617 -0.22755
H 2.51537 -1.32078 -0.54810
H -2.59101 -1.43680 -0.67674
C -1.30314 -0.31311 0.61859
```

For the molar mass, the calculation gives 95.14 g mol⁻¹. Its charge is 0. The calculated total energy is -7852.845 eV. The calculation puts the LUMO energy (alpha / beta) at 0.1 / 0.5 eV.

Below is the molecule C6H9N, with properties calculated with wB97M-V/def2-TZVPD.

Geometry as XYZ:
```
16
C6H9N | the OMol25 dataset | wB97M-V/def2-TZVPD
C -0.64537 -0.68192 -0.47869
C 1.10427 -0.92054 1.33910
H -0.93743 -1.43516 1.63825
C 0.41887 -0.69889 -1.57091
H 1.04192 -1.59781 -1.49934
H -0.06360 -0.71879 -2.55509
H -1.52000 -1.26401 -0.75888
C -0.06508 1.73415 0.41975
H 1.00411 1.52840 0.31589
C -0.29441 -0.82790 1.00393
H -1.90934 0.61405 0.78952
H -0.38872 2.34203 -0.43064
N 2.23865 -1.02821 1.54658
H -0.19894 2.32755 1.33107
H 1.09248 0.16407 -1.56328
C -0.87739 0.46298 0.47275
```

For the molar mass, the calculation gives 95.14 g mol⁻¹. Its charge is 0. The calculated total energy is -7857.102 eV. The calculation puts the LUMO energy at 0.9 eV. The SMILES is C[C@@H]1[C@H](C)[C@@H]1C#N.

Below is a cluster of 3 separate species, C6H9N in total, with properties calculated with wB97M-V/def2-TZVPD.

Geometry as XYZ:
```
16
C6H9N | the OMol25 dataset | wB97M-V/def2-TZVPD
H 0.37439 2.43611 -0.70030
H -1.86913 -1.65444 -0.29814
C 0.08935 -0.84253 0.07280
C -0.12288 0.55468 -0.05808
H -0.53186 2.58302 -0.83625
C -0.96590 -1.88533 0.27911
H -1.25870 -1.97016 1.33191
H 3.07227 0.52366 -0.31619
C -1.24938 1.39220 0.04275
C 2.03768 0.27946 -0.10039
C 1.47527 -0.99897 0.11944
N 1.07307 1.19177 -0.20594
H -1.30814 2.16556 0.80471
H -0.60234 -2.86726 -0.04007
H -2.22738 1.03019 -0.28310
H 2.01367 -1.93798 0.18775
```

For the molar mass, the calculation gives 95.14 g mol⁻¹. Its charge is 0. The calculated total energy is -7853.702 eV. The calculation puts the LUMO energy (alpha / beta) at -0.6 / -0.6 eV.

Below is the molecule C6H9N, with properties calculated with wB97M-V/def2-TZVPD.

Geometry as XYZ:
```
16
C6H9N | the OMol25 dataset | wB97M-V/def2-TZVPD
C 1.19447 0.29826 0.58294
C -2.46250 -0.12321 -0.26919
C -1.02098 -0.08240 0.10440
H -2.84767 0.88055 -0.46395
H 1.95876 -0.22835 -1.38218
N -0.36640 -1.27783 0.55527
H -0.28914 1.92834 -0.14524
C 2.28479 0.33215 -0.50148
C -0.11378 0.89602 0.13007
H 1.58956 0.78219 1.48575
H 2.50659 1.35948 -0.80525
H -0.86885 -2.15840 0.59459
C 0.91201 -1.16883 0.89318
H 3.20050 -0.13803 -0.13785
H -3.06042 -0.57588 0.53074
H -2.61695 -0.72406 -1.17177
```

For the molar mass, the calculation gives 95.14 g mol⁻¹. Its charge is 0. The calculated total energy is -7855.960 eV. The calculation puts the LUMO energy at 0.9 eV.

Below is the molecule C6H9N, with properties calculated with wB97M-V/def2-TZVPD.

Geometry as XYZ:
```
16
C6H9N | the OMol25 dataset | wB97M-V/def2-TZVPD
C 0.65380 -0.62835 0.12817
H 0.54010 1.88943 1.45773
C 0.10891 0.72499 -0.32920
H 0.02348 -2.55008 -0.40189
C -1.00552 0.31227 -1.26949
H 1.86441 -0.06654 1.75934
H 0.89680 1.23527 -0.90542
H -1.67538 1.00155 -1.76860
H 1.80434 -1.88286 1.38799
C -0.96391 -1.00992 -1.43790
C -0.31400 1.63972 0.81944
H -0.72739 2.57749 0.43233
C 1.48172 -0.87430 1.14565
H -1.07526 1.15649 1.43958
N 0.09160 -1.59563 -0.72171
H -1.58470 -1.63783 -2.06758
```

For the molar mass, the calculation gives 95.14 g mol⁻¹. Its charge is 0. The calculated total energy is -7857.116 eV. The calculation puts the LUMO energy at 1.1 eV. The SMILES is C=C1NC=C[C@H]1C.